1.
Molecular formula: C3H9NO2S
Method: DFT, ωB97M-V/def2-TZVPD

## Properties
Spin multiplicity = 1
Total charge = 0
Energy relative to the best compared isomer or geometry (same formula, charge and spin) = 53.28 kcal per mole
HOMO energy = -9.39 eV
SMILES string = O=CNCCS.O

Structure (XYZ):
```
16
Properties=species:S:1:pos:R:3:nbo_charge:R:1
S 0.24638 -2.71130 1.84105 -0.08
O -2.89669 4.58205 -0.93374 -0.93
H 1.53958 -0.29145 0.60598 0.20
H -2.76301 5.28119 -0.25391 0.46
H -0.06230 1.35921 0.08789 0.11
H -2.42474 3.87311 -0.46283 0.46
H 2.27034 -0.76773 -0.90567 0.20
O -1.86508 0.24479 -0.09724 -0.57
H 0.93721 -2.94471 -0.58047 0.21
C 1.34471 -0.84271 -0.31215 -0.23
H -0.30050 -1.03551 -1.40883 0.38
N 0.17335 -0.26575 -0.98766 -0.63
C -0.66808 0.50239 -0.25135 0.54
H 2.26271 -2.56449 0.61102 0.23
H 0.98723 -2.07155 2.82677 0.14
C 1.21889 -2.34754 0.22114 -0.48
```

***

2.
Molecular formula: C21H24CdFNO8P2S
Method: DFT, ωB97M-V/def2-TZVPD

## Properties
Spin multiplicity = 1
Total charge = +2
HOMO energy = -13.66 eV

Structure (XYZ):
```
59
Properties=species:S:1:pos:R:3:nbo_charge:R:1
H -0.43843 -4.54922 -2.95498 0.37
H -4.89579 0.74501 -0.58059 0.26
O 4.50651 2.23830 4.03093 -0.22
F -4.73017 -0.06189 1.40768 -0.33
H -3.87097 2.49941 2.68301 0.23
C -3.86124 2.18017 1.64323 -0.64
C 2.10087 0.76169 4.16490 -0.24
P 4.08351 -0.69281 0.76164 0.82
C -2.53227 0.32137 0.54585 -0.01
C 1.44800 -0.48177 1.76181 -0.13
H 1.50851 -0.80431 -1.92417 0.21
H -2.22942 2.83282 -3.38020 0.49
C 0.44281 -0.18547 2.72058 -0.14
P -2.22774 0.69058 -3.53934 2.33
N 0.01244 -3.99758 -2.23544 -0.84
H 3.42470 -0.71798 -0.47635 0.02
C 0.94505 -1.12547 0.47281 0.50
O -0.96592 0.76851 -4.50591 -0.94
H 0.13491 -1.69577 -5.29960 0.49
C -4.11250 1.11885 -1.22400 -0.68
C -1.31348 -0.23867 0.91433 -0.14
C -2.76481 0.56706 -0.83331 0.11
C -3.57876 0.66015 1.59805 0.18
H -0.41049 1.53818 -4.31891 0.49
H 5.08099 0.29766 0.76388 0.00
C 0.95038 -3.07016 -2.90423 -0.24
C -0.97158 -0.56727 2.32857 0.50
C 4.51590 0.87527 3.60449 -0.13
Cd 1.44584 1.77644 1.80279 1.73
O 1.54780 -2.03473 0.00409 -0.44
C -1.77034 0.29163 -1.79962 -0.35
H 3.44099 3.67580 3.39260 0.49
C 0.24106 -1.77988 -3.33329 0.09
H 0.56087 -4.65556 -1.69416 0.37
H -4.06162 2.20569 -1.16792 0.24
H 4.94408 0.28523 4.40911 0.28
C 0.57275 -0.57345 -2.41781 -0.46
H -3.03565 2.71064 1.16909 0.19
O 4.01004 3.02347 2.95163 -0.46
S 4.71365 -2.42369 1.32485 -0.37
O -1.66577 -1.10857 3.12325 -0.40
O -3.15988 -0.32005 -4.01583 -1.04
H 0.00114 0.65473 4.66043 0.29
H 0.78183 0.30431 -3.01661 0.24
C -0.31577 -0.53088 -0.04196 -0.21
C -0.52018 -0.26581 -1.41377 0.09
C 3.11178 0.46119 3.25958 -0.06
H 1.32199 -3.54289 -3.81245 0.21
H -0.83299 -1.95823 -3.39520 0.20
O 0.75555 -1.41964 -4.61850 -0.73
H 2.40505 1.26592 5.07314 0.29
H -4.82057 2.42953 1.20657 0.26
H -4.37619 0.87025 -2.24309 0.27
C 2.83587 -0.18351 2.02099 -0.45
H 5.12616 0.82946 2.70770 0.21
O -2.88447 2.15215 -3.59356 -0.95
C 0.77170 0.43130 3.93529 -0.22
H 1.82260 -2.88216 -2.28680 0.19
H -3.21833 0.40468 2.58470 0.19
```

***

3.
Molecular formula: C3H2BrClO
Method: DFT, ωB97M-V/def2-TZVPD

## Properties
Spin multiplicity = 1
Total charge = 0
Energy relative to the best compared isomer or geometry (same formula, charge and spin) = 83.71 kcal per mole
HOMO energy (alpha / beta) = -9.04 / -9.04 eV

Structure (XYZ):
```
8
Properties=species:S:1:pos:R:3:nbo_charge:R:1
H -1.76311 -0.49718 1.10617 0.23
O 2.06046 0.07026 1.72489 -0.49
Cl -0.03761 0.44184 -1.91486 0.13
H -2.63044 -0.27471 -0.24249 0.22
Br 2.91446 0.13481 -0.99171 0.01
C -1.74027 -0.05169 0.16049 -0.51
C 1.75587 0.11159 0.58171 0.45
C -0.55936 0.06508 -0.42419 -0.04
```

***

4.
Molecular formula: C30H48ClN4O8S2
Method: DFT, ωB97M-V/def2-TZVPD

## Properties
Spin multiplicity = 1
Total charge = +1
Energy relative to the best compared isomer or geometry (same formula, charge and spin) = 21.51 kcal per mole
HOMO energy = -11.02 eV

Structure (XYZ):
```
93
Properties=species:S:1:pos:R:3:lowdin_charge:R:1
Cl 3.34178 3.82064 2.31451 0.65
C 1.92888 2.78603 -3.44410 -0.18
N 3.53363 -1.99188 4.31363 0.10
S -0.29235 -3.70219 0.87366 0.85
N -1.75088 4.19372 1.60959 0.18
H 0.33718 5.33221 0.70783 0.14
C -3.73014 3.61743 -0.60820 -0.06
H 2.17812 1.46984 3.61931 0.12
H -0.29581 3.01432 -3.75479 0.10
H 3.98465 -2.38029 3.48286 0.09
H 0.87663 1.27038 -5.88017 0.13
H 1.45361 -0.19246 -0.06675 0.12
H -1.87441 0.96323 0.59838 0.11
C 1.44181 0.79970 3.14295 -0.06
N -0.41101 2.17234 2.34720 0.20
C -4.52842 3.89118 -1.71736 -0.06
C -0.97152 -0.47048 -5.00097 -0.51
H 2.69249 3.52244 -1.55319 0.09
C 0.62600 2.75185 -4.29267 -0.15
C -1.45873 -1.33003 -3.82436 0.02
S -0.67352 -8.68682 3.53595 0.84
H -0.63465 -1.55556 -3.12532 0.08
C -0.20689 3.65891 -1.02742 -0.10
C -4.07129 1.69613 -2.52768 -0.07
C 0.70861 1.59559 2.07201 -0.07
C 0.26818 3.15401 0.37333 -0.20
O -0.35779 -7.25674 3.23782 -0.58
H 0.37540 -8.74362 5.66697 0.05
C 0.56412 0.46211 -0.06810 -0.17
C 2.16927 -0.49607 2.67108 -0.08
H 0.52094 1.14955 -2.02259 0.05
H -2.15797 -0.68935 -3.25057 0.05
C -0.06744 -9.66747 2.15519 -0.27
H 0.65661 4.43426 2.18566 0.11
H 1.64717 -1.06959 1.88812 0.08
H -2.82734 0.44049 -1.37932 0.10
H 4.14494 -1.23833 4.62851 0.09
H 1.57428 -5.00875 1.60177 0.07
H -5.31571 3.09086 -3.59944 0.11
H 0.98993 -4.81378 -0.81975 0.06
C -3.06180 2.40749 -0.41649 -0.21
O 1.26917 -1.75397 4.51222 0.12
H 2.90721 1.20810 0.73564 0.09
H 1.54875 -9.04533 4.36311 0.06
H -0.50150 -4.08568 -1.46343 0.04
H 3.20590 -0.22492 2.40264 0.12
C 1.06165 1.84745 0.54149 -0.30
O 2.97293 5.33529 0.24553 0.10
C 0.74098 4.55326 -1.85226 -0.18
C 2.36629 4.66470 0.99748 -0.69
O -2.32824 4.21412 3.93364 0.22
O 0.57337 -2.47903 0.75803 -0.59
C -0.07246 -4.65040 -0.63695 -0.26
H -0.11391 -0.03287 0.65259 0.11
C -2.09472 4.25549 2.78622 -0.25
O 2.42954 1.85494 0.20276 0.00
H 1.00561 5.51134 -1.37033 0.11
H -0.16958 -10.72666 2.39082 0.06
H -0.92966 0.46496 -1.50838 0.04
C 2.25409 -1.46084 3.89806 -0.47
H 0.01312 -5.80657 1.96235 0.01
C 2.04842 3.91129 -2.36099 -0.18
H -0.56082 2.85800 -1.69470 0.10
O -0.93944 0.91111 -4.86622 -0.04
O -0.63584 -0.99832 -6.02256 0.13
H -1.95480 -2.24495 -4.16307 0.09
H 0.97702 -9.42347 1.95810 0.06
C -1.04814 2.96893 1.23811 -0.31
C 0.45249 1.30904 -4.86140 -0.18
H -1.11681 4.26286 -0.84339 0.12
H -3.65733 4.40660 0.14196 0.10
H 0.16811 4.87162 -2.74560 0.12
C 0.85584 4.44842 1.09956 -0.08
H -4.23104 0.92636 -3.28724 0.11
H -2.88078 1.91870 1.64265 0.15
H 2.64656 4.72858 -2.80854 0.12
H -0.59066 -5.60418 -0.54141 0.06
H 2.17434 1.81792 -2.96242 0.10
H 2.75997 2.94737 -4.15592 0.12
C -3.26264 1.44524 -1.42336 -0.06
H 0.69587 0.53922 3.92021 0.13
C -4.70903 2.92598 -2.70545 -0.06
C 0.54408 -9.26397 4.72598 -0.26
H -5.02340 4.86123 -1.80744 0.11
H 1.01600 0.58193 -4.24495 0.12
H 0.77666 3.42879 -5.14853 0.12
C 0.55112 -4.85804 1.95071 -0.27
H 0.56749 -4.44229 2.95717 0.05
H -0.66847 -9.43220 1.27845 0.05
H -0.72735 2.01708 3.30470 0.19
H 0.42197 -10.33647 4.87717 0.06
N 0.07534 0.46794 -1.42480 0.10
C -2.18984 2.00492 0.77491 -0.03
```

***

5.
Molecular formula: C27H29AsCl2F6I2N2O2P2V
Method: DFT, ωB97M-V/def2-TZVPD

## Properties
⟨S²⟩ = 3.76
Spin multiplicity = 4
Total charge = 0
Energy relative to the best compared isomer or geometry (same formula, charge and spin) = 66.86 kcal per mole
HOMO energy (alpha / beta) = -7.94 / -8.00 eV

Structure (XYZ):
```
74
Properties=species:S:1:pos:R:3:mulliken_spin:R:1
C 2.27721 -1.17402 3.08631 0.02
O 0.51503 1.16269 -0.78320 0.07
H 5.43313 0.02826 3.22970 0.00
H -2.70412 3.14401 0.35594 0.00
C -3.27340 -0.01558 1.94292 -0.06
C 0.43340 1.76042 2.04912 0.09
N 2.15673 -1.41450 1.80177 -0.05
H -1.98663 3.63981 1.91062 0.02
C -1.48991 -1.89671 -4.48078 0.00
H -5.00280 -1.22084 2.39127 0.00
H -1.12563 1.23261 4.27746 0.00
C 4.43182 -0.63979 1.43885 0.00
H 0.30110 1.72122 -4.10497 0.00
P -3.33970 0.05633 0.12369 0.21
H -0.13588 0.19288 -3.32702 0.00
I 7.33036 0.30906 1.08316 0.00
H -4.64122 -1.13932 4.82352 0.00
C 5.28395 -0.76418 -0.81274 0.00
H 3.49732 -0.44977 4.70167 0.00
C -2.22941 -1.72163 -3.31899 0.00
F -1.51731 -2.50107 3.78006 0.00
H -5.13949 1.05398 -1.18164 0.00
H -5.77151 0.23232 0.25917 0.01
C 3.21151 -1.15039 0.96825 0.02
H 6.08730 -0.63440 -1.52488 0.00
C 0.09313 1.85175 -1.96619 0.00
V 0.79361 -2.55535 0.74929 2.06
F -2.19409 -3.43260 1.71634 0.00
C -0.84875 -3.30621 -2.24964 -0.01
Cl -0.37075 -4.24054 -0.84542 0.00
H -4.54616 -1.56152 -1.19101 0.01
H -1.03329 3.73317 0.40943 -0.01
C -4.16472 -0.66148 2.79125 -0.01
H 1.13585 2.15983 1.32373 0.00
H -1.76048 -1.30423 -5.34583 0.00
As -0.60401 -3.42199 2.65154 0.00
N -2.66038 -2.48062 -0.95212 0.00
H 0.75828 -4.13609 -3.35346 0.00
F 1.82520 -4.01759 1.11768 0.00
C -1.97456 -2.45608 -2.13829 0.01
C -2.19327 0.68416 2.48088 0.11
C -0.42342 -2.76909 -4.53172 0.00
C 4.51308 -0.37151 2.82324 0.01
H 0.82288 0.81425 2.42907 -0.03
H 0.27990 0.21729 -0.84633 -0.02
C -3.74596 -1.66947 -0.46959 0.05
C -1.97953 0.71655 3.85686 0.03
C 0.46216 1.09868 -3.22179 0.00
C -1.79116 3.16064 0.94888 0.03
O 1.79668 -1.90228 -0.76753 -0.04
C 2.98598 -1.45571 -0.41649 0.00
H -2.22402 -2.98923 -0.18949 0.00
C -0.09207 -3.46868 -3.38331 0.00
F 0.58342 -3.56414 3.97589 0.00
I 3.83993 -1.77382 -3.27132 0.00
H -4.14928 -2.19294 0.39775 0.00
P -1.15950 1.48017 1.23902 0.45
C -2.87230 0.06724 4.69233 0.00
H 0.58667 2.82345 -1.94192 0.00
F -0.53789 -1.19922 0.64025 -0.02
C 4.04722 -1.27161 -1.27154 0.00
H -4.99760 1.81360 0.41705 0.00
F -0.85609 -5.11649 2.78956 0.00
C 5.47895 -0.44360 0.49720 0.00
Cl -3.46030 -0.47274 -3.44312 0.00
H 1.44610 -1.44541 3.72187 0.01
H -2.70828 0.07449 5.76236 0.00
H 0.30180 2.46334 2.87551 0.02
H 1.51182 0.80888 -3.18894 0.00
H 0.14980 -2.89180 -5.44033 0.00
C -4.96720 0.86686 -0.12260 0.02
C 3.44966 -0.62897 3.63636 0.00
C -3.96201 -0.61567 4.16230 0.01
H -0.99048 2.02192 -1.92459 0.00
```

***

6.
Molecular formula: C6H10O
Method: DFT, ωB97M-V/def2-TZVPD

## Properties
Spin multiplicity = 1
Total charge = 0
Energy relative to the best compared isomer or geometry (same formula, charge and spin) = 11.70 kcal per mole
HOMO energy = -9.54 eV
SMILES string = C=CCCC(C)=O

Structure (XYZ):
```
17
Properties=species:S:1:pos:R:3:nbo_charge:R:1
C 0.41158 1.33089 0.49440 -0.43
H 0.29622 1.05687 1.54995 0.23
C 0.23260 -2.10476 -0.64274 -0.73
H -2.16991 0.81933 1.42226 0.20
H 1.15201 -2.69004 -0.74723 0.24
H -3.01643 1.12922 -0.19924 0.20
H -0.88699 1.61475 -1.25635 0.19
C -2.09231 1.08839 0.37067 -0.39
H -0.12974 -1.89092 -1.65480 0.22
H -0.53713 -2.68571 -0.12366 0.24
H 0.88209 2.32007 0.46217 0.22
C 0.82459 -1.06878 0.30589 0.61
O 0.95909 -1.37718 1.47276 -0.56
C 1.32839 0.28590 -0.16568 -0.50
H 1.30354 0.36485 -1.25805 0.21
H 2.36431 0.44060 0.16350 0.24
C -0.92190 1.36652 -0.19385 -0.18
```